Record 1
{"formula": "C4H7OP", "method": "ωB97M-V with the def2-TZVPD basis set", "symbols": ["C", "C", "C", "C", "O", "P", "H", "H", "H", "H", "H", "H", "H"], "positions_angstrom": [[1.060550, -0.484114, 0.152299], [-0.454359, 0.333181, -1.738083], [-0.833050, -0.434037, 1.483382], [0.330423, 0.733100, -0.495199], [-0.012478, -1.224605, 0.763835], [-0.965364, 1.307855, 0.692488], [1.801998, -0.995628, -0.536691], [1.788155, -0.099704, 0.915791], [-0.298662, 1.106094, -2.464888], [-1.046217, -0.548610, -2.008846], [-1.816295, -0.888664, 1.447957], [-0.659811, -0.252478, 2.555864], [1.105108, 1.447609, -0.767909]], "atomic_forces_ev_per_a": [[0.45, 1.48, 0.65], [0.40, 1.16, 1.20], [-2.20, 1.89, 0.26], [1.08, -1.99, -0.84], [2.75, -1.69, -1.12], [0.21, -0.73, -0.62], [-1.84, -0.31, 0.45], [-0.82, -0.11, -0.01], [-0.64, 0.05, -0.69], [0.43, 0.34, 0.75], [-0.33, -0.15, 0.04], [0.77, -0.27, -0.09], [-0.27, 0.32, 0.02]], "homo_lumo_gap_ev": [7.69, 8.05]}

---

Record 2
{"formula": "C4H7OP", "method": "ωB97M-V with the def2-TZVPD basis set", "symbols": ["C", "C", "C", "C", "O", "P", "H", "H", "H", "H", "H", "H", "H"], "positions_angstrom": [[1.263594, -0.153465, -0.100677], [-1.436278, 0.447287, -0.008210], [1.726574, -1.518428, 0.080084], [-1.251233, 1.813439, -0.135580], [1.708001, 0.943303, -0.014066], [-1.322952, -1.167509, 0.040461], [0.964212, -2.253430, -0.359323], [1.763601, -1.480764, 1.154639], [2.758596, -1.650719, -0.372357], [-1.705923, 2.122042, -1.057339], [-0.138862, 1.781931, 0.043386], [-1.518325, 2.381641, 0.668002], [-2.811006, -1.265330, 0.060977]], "atomic_forces_ev_per_a": [[-1.24, 1.72, -0.53], [0.03, -2.93, 0.34], [0.84, -0.82, -1.79], [2.45, -0.55, -0.72], [0.43, -0.75, 0.00], [-2.20, 0.30, 0.00], [1.32, 0.97, 1.00], [0.13, -0.98, 0.73], [-1.06, 0.01, 0.66], [0.48, 0.77, -0.59], [-0.17, 1.36, -1.38], [-1.57, 1.53, 2.19], [0.56, -0.63, 0.09]], "homo_lumo_gap_ev": [7.88, 7.18]}

---

Record 3
{"formula": "C4H7OP", "method": "ωB97M-V with the def2-TZVPD basis set", "symbols": ["C", "C", "P", "C", "C", "O", "H", "H", "H", "H", "H", "H", "H"], "positions_angstrom": [[0.968478, 2.498316, 1.504834], [0.601168, 1.343740, 1.250297], [-0.274313, -0.068488, 0.821652], [0.748018, -1.385703, 0.154470], [-1.457379, 0.375706, -0.549859], [-1.241496, -0.665414, 2.427955], [1.407886, 3.407507, 1.562121], [1.713873, -1.427857, 0.853700], [0.125759, -2.231324, 0.166909], [0.972048, -1.106670, -0.878616], [-1.842190, -0.521251, -0.928132], [-2.524314, 0.691192, -0.237386], [-0.970859, 0.912776, -1.354544]], "atomic_forces_ev_per_a": [[-1.69, -5.67, -1.26], [1.29, 3.95, 0.52], [-5.64, -2.51, 5.37], [2.65, 2.07, 1.28], [-1.13, 0.54, 1.61], [3.52, 2.05, -5.89], [0.93, 2.32, 0.46], [-2.15, -0.32, -1.75], [-0.51, -1.36, 0.28], [0.42, -0.20, 0.12], [0.32, -2.06, -0.87], [2.19, 0.78, 0.12], [-0.20, 0.43, 0.02]], "homo_lumo_gap_ev": 9.07}

---

Record 4
{"formula": "C4H8", "method": "ωB97M-V with the def2-TZVPD basis set", "symbols": ["C", "C", "H", "H", "H", "H", "C", "C", "H", "H", "H", "H"], "positions_angstrom": [[0.516290, 1.433851, 0.366200], [1.474734, 1.641334, -0.527627], [-0.308155, 2.158137, 0.461801], [0.432026, 0.558878, 0.985692], [1.721994, 2.658780, -0.799887], [2.161658, 0.869316, -0.860684], [-0.566168, -1.828611, 0.517250], [-1.473694, -1.321436, -0.288402], [0.383303, -2.148342, 0.067683], [-0.533692, -1.737235, 1.594274], [-1.430074, -1.541321, -1.348519], [-2.378219, -0.743355, -0.167779]], "atomic_forces_ev_per_a": [[-0.61, 0.50, -0.24], [0.43, 0.06, 0.64], [0.78, 0.02, 0.49], [-0.19, -0.44, -0.43], [-0.48, -0.02, -0.87], [0.17, 0.07, 0.43], [1.04, 0.55, 0.09], [-0.83, -0.33, -1.39], [-0.60, -0.55, 0.18], [-0.29, 0.15, 0.07], [0.70, 0.10, -0.21], [-0.10, -0.12, 1.23]], "homo_lumo_gap_ev": 10.82}

---

Record 5
{"formula": "C4H8", "method": "ωB97M-V with the def2-TZVPD basis set", "symbols": ["C", "C", "C", "C", "H", "H", "H", "H", "H", "H", "H", "H"], "positions_angstrom": [[-1.046111, 0.370800, -0.943890], [-0.412579, 0.080292, 0.399389], [1.040663, 0.438184, 0.556407], [0.628105, -1.005486, 0.494302], [-2.060452, -0.038401, -1.014736], [-0.446768, -0.066021, -1.749010], [-1.114340, 1.452353, -1.109250], [-1.122046, 0.239449, 1.206717], [1.444997, 0.807599, 1.496288], [1.507395, 0.879790, -0.320726], [0.753916, -1.593987, 1.400825], [0.827221, -1.564572, -0.416316]], "atomic_forces_ev_per_a": [[0.01, -0.01, -0.09], [-0.13, 0.07, -0.03], [0.10, 0.19, -0.04], [-0.02, -0.22, -0.05], [0.20, -0.02, 0.02], [-0.08, 0.12, 0.01], [0.00, -0.15, -0.02], [0.43, -0.09, 0.26], [-0.28, -0.05, -0.13], [-0.01, -0.11, 0.11], [-0.23, 0.18, -0.14], [0.01, 0.10, 0.11]], "homo_lumo_gap_ev": 11.55}

---

Record 6
{"formula": "C4H8", "method": "ωB97M-V with the def2-TZVPD basis set", "symbols": ["C", "C", "H", "H", "H", "H", "C", "C", "H", "H", "H", "H"], "positions_angstrom": [[1.673537, -0.324715, 0.370073], [1.220701, 0.654576, -0.266119], [2.181747, -1.081527, -0.144052], [1.188270, -0.732344, 1.344164], [1.615717, 0.662669, -1.274273], [0.525990, 1.369005, -0.016150], [-1.838847, 0.275926, 0.232421], [-0.997232, -0.585794, -0.281217], [-2.950717, 0.247242, 0.060205], [-1.533633, 1.270959, 0.661298], [-1.418880, -1.506977, -0.774587], [0.042553, -0.348991, -0.187552]], "atomic_forces_ev_per_a": [[0.67, -4.20, 5.57], [2.71, 3.48, -3.60], [1.29, -0.81, -0.49], [1.24, 1.14, -1.34], [-0.26, 0.77, -0.33], [-1.20, 1.54, 0.85], [-2.12, 2.17, -0.15], [-2.16, -1.80, -0.64], [1.15, -0.34, 0.48], [-0.02, -1.17, -0.23], [0.70, 0.96, 0.46], [-1.99, -1.75, -0.59]], "homo_lumo_gap_ev": 10.79}

---

Record 7
{"formula": "C4H8", "method": "ωB97M-V with the def2-TZVPD basis set", "symbols": ["C", "C", "C", "C", "H", "H", "H", "H", "H", "H", "H", "H"], "positions_angstrom": [[0.502434, -0.582820, 0.795638], [0.907153, 0.036786, -0.549909], [-0.504738, 0.621428, -0.721023], [-0.963057, -0.193141, 0.551207], [0.924542, 0.093880, 1.610169], [0.877499, -1.569135, 1.036313], [1.150142, -0.591141, -1.370471], [1.670439, 0.852396, -0.573162], [-0.899369, 0.317636, -1.694646], [-0.680727, 1.670468, -0.756031], [-1.314915, 0.396635, 1.394650], [-1.669404, -1.052991, 0.277266]], "atomic_forces_ev_per_a": [[1.57, 1.51, 0.91], [0.58, 2.22, -0.02], [-0.59, -1.42, -0.40], [-0.78, -0.96, -0.92], [-0.54, -0.88, -0.82], [-0.45, -0.41, -0.13], [0.21, -1.00, -0.46], [-0.19, -0.81, 0.46], [-0.48, -0.41, 0.30], [0.32, 1.00, 0.67], [-0.58, -0.08, -0.24], [0.92, 1.25, 0.63]], "homo_lumo_gap_ev": 11.75}

---

Record 8
{"formula": "C4H8AgO2", "method": "ωB97M-V with the def2-TZVPD basis set", "symbols": ["C", "C", "C", "C", "O", "Ag", "H", "H", "H", "H", "H", "H", "H", "O", "H"], "positions_angstrom": [[1.265522, -0.884845, 0.932737], [1.186630, 0.177815, -0.140120], [-0.065547, 0.955796, -0.081969], [-0.994834, 0.899621, -1.081339], [-2.088260, 1.599605, -1.109555], [-3.606583, 2.071707, -2.109678], [2.017361, -1.653923, 0.736524], [1.201360, -0.487209, 1.950677], [1.361374, -0.257664, -1.132739], [2.130382, 0.603178, 0.454139], [-0.252134, 1.600542, 0.781502], [-0.796760, 0.245686, -1.946564], [-0.784035, -1.013486, 0.457988], [-0.132572, -1.709256, 0.740278], [-0.441904, -2.147567, 1.548117]], "atomic_forces_ev_per_a": [[-1.73, -0.87, -0.44], [1.79, -0.55, 1.68], [1.23, 1.09, 1.85], [-2.76, 0.77, -2.30], [5.61, -2.30, 2.88], [-3.59, 1.19, -2.37], [-0.13, 0.25, 0.27], [0.10, -0.34, -0.19], [0.46, 0.37, 0.34], [-1.32, 0.71, -2.29], [-0.04, -0.09, -0.19], [-0.06, 0.16, 0.17], [0.19, -0.90, 0.42], [0.45, 0.80, -0.09], [-0.19, -0.30, 0.25]], "homo_lumo_gap_ev": [10.59, 7.58], "s_squared": 0.77, "total_charge": 2, "multiplicity": 2}

---

Calculated values (a.u.) of calculated total energy for the records, taken in order: -573.0620; -572.9840; -573.0327; -157.1108; -157.1703; -157.0451; -157.1554; -453.8502.
Calculated values (eV) of ΔE to the lowest compared entry with this formula, charge and spin for the records, taken in order: 3.6251; 5.7477; 4.4232; 1.9900; 0.3711; 3.7778; 0.7783; 0.0000.